Record 1
This record from OMol25 describes a 2-piece molecular cluster, H3OS2 overall in a non-equilibrium geometry. The level of theory is ωB97M-V/def2-TZVPD.

```
! wB97M-V def2-TZVPD RIJCOSX def2/J DEFGRID3
* xyz -1 1
O -0.323 -2.158 1.519
H -0.444 -2.716 0.748
S 1.499 2.615 -0.702
S -0.066 1.666 -1.518
H 0.554 -1.799 1.305
H -1.219 2.393 -1.351
*
```

Values from the calculation:
calculated total energy: -23767.624 eV
ΔE to the lowest compared entry with this formula, charge and spin: 61.4 kJ/mol
F_max: 1.8 eV/Å
orbital gap: 5.503 eV

=====

Record 2
This record from OMol25 describes an isolated ion of composition C4H6N3S and charge +1 in a non-equilibrium geometry. The level of theory is ωB97M-V/def2-TZVPD.

```
! wB97M-V def2-TZVPD RIJCOSX def2/J DEFGRID3
* xyz 1 1
C 0.854 -0.609 -0.705
C 1.933 -0.292 0.197
C 0.336 0.918 1.839
C -1.160 -1.603 -1.545
N -1.008 2.816 2.166
N -0.412 1.787 2.027
N -0.057 -1.454 -0.708
S 1.929 0.703 1.512
H 0.812 0.177 -1.399
H 2.980 -0.609 -0.048
H -1.336 -2.718 -1.621
H -1.969 -1.215 -0.969
H -1.027 -0.923 -2.469
H -1.876 3.025 1.722
*
```

Values from the calculation:
calculated total energy: -19537.338 eV
ΔE to the lowest compared entry with this formula, charge and spin: 712.3 kJ/mol
F_max: 3.7 eV/Å
orbital gap (spin up / spin down): 7.085 / 7.072 eV

=====

Record 3
This record from OMol25 describes one molecule with the formula C29H30N2O7. The level of theory is ωB97M-V/def2-TZVPD.

```
! wB97M-V def2-TZVPD RIJCOSX def2/J DEFGRID3
* xyz 0 1
C -0.651 -2.229 -3.443
O -0.373 -1.969 -2.074
C -0.095 -0.705 -1.777
O 0.161 0.144 -2.599
C 0.120 -0.460 -0.274
C -0.260 -1.666 0.616
C -1.743 -1.789 0.831
C -2.357 -1.041 1.830
C -3.723 -1.074 2.006
C -4.518 -1.870 1.181
O -5.859 -1.823 1.424
C -6.714 -2.577 0.601
C -3.909 -2.646 0.203
C -2.536 -2.599 0.036
C 1.569 0.006 -0.001
C 1.449 1.485 0.192
C 2.512 2.160 -0.245
C 3.461 1.218 -0.846
O 4.598 1.426 -1.202
C 2.715 -0.112 -1.011
C 3.603 -1.346 -0.903
C 4.258 -1.575 0.443
O 4.446 -2.679 0.890
C 4.618 -0.315 1.234
O 3.766 0.177 1.963
N 5.865 0.146 1.111
C 6.815 -0.384 0.164
C 6.228 1.395 1.740
C 0.080 1.795 0.675
N -0.692 0.720 0.071
C -1.873 0.856 -0.575
O -2.245 0.011 -1.377
C -2.692 2.053 -0.260
C -3.287 2.737 -1.315
C -4.088 3.837 -1.066
C -4.319 4.245 0.237
C -3.748 3.551 1.292
C -2.933 2.461 1.048
H -1.597 -1.757 -3.714
H -0.718 -3.310 -3.543
H 0.143 -1.830 -4.077
H 0.221 -1.530 1.588
H 0.137 -2.570 0.156
H -1.753 -0.428 2.485
H -4.205 -0.489 2.773
H -6.626 -2.279 -0.449
H -6.517 -3.651 0.692
H -7.723 -2.367 0.952
H -4.491 -3.283 -0.444
H -2.078 -3.196 -0.737
H 1.907 -0.432 0.946
H 2.693 3.217 -0.190
H 2.302 -0.068 -2.026
H 3.051 -2.249 -1.174
H 4.425 -1.226 -1.617
H 6.600 -1.428 -0.049
H 7.816 -0.314 0.591
H 6.783 0.194 -0.764
H 5.418 1.688 2.405
H 7.148 1.271 2.313
H 6.371 2.165 0.979
H -0.285 2.772 0.353
H 0.039 1.740 1.771
H -3.106 2.397 -2.323
H -4.539 4.371 -1.889
H -4.950 5.100 0.432
H -3.941 3.860 2.308
H -2.507 1.909 1.871
*
```

Values from the calculation:
calculated total energy: -47872.798 eV
ΔE to the lowest compared entry with this formula, charge and spin: 280.9 kJ/mol
SMILES string: COC(=O)[C@@]1(Cc2ccc(OC)cc2)[C@@H]2C(=CC(=O)[C@H]2CC(=O)C(=O)N(C)C)CN1C(=O)c1ccccc1
F_max: 0.7 eV/Å
orbital gap: 8.600 eV

=====

Record 4
This record from OMol25 describes a 2-piece molecular cluster, C5H11N2 overall in a non-equilibrium geometry. The level of theory is ωB97M-V/def2-TZVPD.

```
! wB97M-V def2-TZVPD RIJCOSX def2/J DEFGRID3
* xyz 1 1
C 2.488 -0.207 -0.410
C -1.750 0.575 -0.295
C 3.873 -0.155 -0.101
C -3.872 -0.699 0.497
C -2.786 -0.111 -0.448
N 1.547 0.186 0.329
N -0.721 1.202 -0.021
H 2.182 -0.624 -1.397
H 4.327 -1.157 -0.137
H 4.407 0.381 -0.930
H 4.243 0.307 0.876
H -3.805 -0.377 1.576
H -4.878 -0.424 0.060
H -3.772 -1.819 0.683
H -3.045 -0.429 -1.496
H 0.567 0.500 -0.102
H -0.902 2.194 0.103
H 1.896 0.657 1.213
*
```

Values from the calculation:
calculated total energy: -8334.897 eV
ΔE to the lowest compared entry with this formula, charge and spin: 214.4 kJ/mol
F_max: 5.2 eV/Å
orbital gap: 9.581 eV

=====

Record 5
This record from OMol25 describes a 14-piece molecular cluster, C3H33O14 overall in a non-equilibrium geometry. The level of theory is ωB97M-V/def2-TZVPD.

```
! wB97M-V def2-TZVPD RIJCOSX def2/J DEFGRID3
* xyz -1 1
C 20.550 24.122 -12.143
C 20.609 22.595 -11.977
C 22.065 22.106 -11.976
O 20.072 22.137 -10.744
H 20.955 24.330 -13.112
H 21.050 24.620 -11.318
H 19.535 24.515 -12.262
H 19.963 22.232 -12.793
H 22.407 22.100 -13.007
H 22.305 21.161 -11.463
H 22.585 22.967 -11.502
O 17.844 21.263 -12.118
H 17.891 20.387 -12.517
H 18.702 21.617 -11.862
O 19.795 21.674 -15.134
H 19.819 22.407 -14.498
H 20.104 20.865 -14.691
O 18.121 23.688 -9.928
H 17.904 23.513 -9.026
H 18.751 23.084 -10.291
O 20.235 19.430 -11.188
H 20.797 19.116 -10.522
H 20.328 20.390 -11.179
O 17.549 23.358 -13.770
H 16.694 23.277 -14.168
H 17.654 22.513 -13.263
O 24.577 20.035 -11.437
H 24.318 19.439 -12.101
H 23.839 20.554 -11.175
O 16.002 24.084 -11.624
H 16.584 24.199 -12.359
H 16.607 23.844 -10.932
O 21.486 23.998 -8.444
H 21.652 24.178 -9.340
H 21.047 24.795 -8.138
O 17.752 26.113 -13.315
H 17.174 26.424 -14.001
H 17.972 25.235 -13.647
O 18.649 26.254 -10.394
H 19.123 26.280 -11.228
H 18.484 25.341 -10.243
O 20.988 19.696 -13.758
H 21.921 19.783 -13.789
H 20.758 19.502 -12.843
O 22.278 20.996 -8.747
H 22.293 20.049 -9.021
H 21.842 21.511 -9.398
O 18.769 21.104 -8.696
H 17.893 21.059 -9.137
H 19.371 21.492 -9.325
*
```

Values from the calculation:
calculated total energy: -32313.712 eV
ΔE to the lowest compared entry with this formula, charge and spin: 48.0 kJ/mol
F_max: 2.8 eV/Å
orbital gap: 8.749 eV

=====

Record 6
This record from OMol25 describes C22H40F18K2N3O20S6 as an isolated structure in a non-equilibrium geometry. The level of theory is ωB97M-V/def2-TZVPD.

```
! wB97M-V def2-TZVPD RIJCOSX def2/J DEFGRID3
* xyz -1 1
K -2.388 1.581 -1.951
K 3.287 3.027 0.508
C -0.759 -9.028 4.168
F -1.486 -8.538 5.193
F -0.022 -10.040 4.597
F -1.617 -9.422 3.233
S 0.309 -7.617 3.443
O 1.623 -7.694 4.065
O 0.309 -7.896 2.026
N -0.606 -6.214 3.779
S 0.376 -5.037 3.382
O 1.363 -4.601 4.347
O 0.848 -5.071 2.015
C -0.766 -3.505 3.363
F -1.363 -3.389 4.575
F -0.045 -2.415 3.168
F -1.745 -3.541 2.450
C 0.576 0.971 2.402
F -0.583 1.559 2.616
F 1.549 1.894 2.316
F 0.877 0.182 3.410
S 0.547 0.038 0.723
O 1.011 -1.293 0.930
O -0.853 0.133 0.349
N 1.455 1.101 -0.288
S 1.481 0.312 -1.656
O 1.940 -1.050 -1.661
O 0.396 0.686 -2.549
C 2.990 1.214 -2.451
F 2.674 2.492 -2.728
F 4.056 1.202 -1.628
F 3.306 0.576 -3.568
C -6.064 3.065 -4.149
F -7.061 3.823 -4.571
F -6.484 2.522 -3.006
F -5.793 2.176 -5.073
S -4.520 4.135 -3.809
O -4.702 5.330 -4.608
O -4.478 4.402 -2.380
N -3.258 3.122 -4.228
S -2.576 3.816 -5.504
O -3.447 3.785 -6.654
O -1.833 5.040 -5.316
C -1.297 2.446 -5.913
F -0.496 2.237 -4.862
F -1.889 1.279 -6.169
F -0.638 2.841 -6.993
C -3.975 -1.758 -0.815
O -3.770 -0.656 -1.692
C -4.238 -0.796 -3.025
C -3.210 -1.463 -3.899
O -1.984 -0.765 -3.838
C -0.871 -1.439 -4.388
H -5.050 -1.963 -0.791
H -3.592 -1.458 0.155
H -3.496 -2.693 -1.115
H -4.368 0.245 -3.331
H -5.198 -1.314 -3.085
H -3.528 -1.730 -4.913
H -3.000 -2.448 -3.448
H -0.319 -0.754 -5.025
H -1.178 -2.268 -5.040
H -0.289 -1.937 -3.612
C 4.714 -2.740 -3.064
O 4.618 -3.614 -1.989
C 5.745 -3.611 -1.108
C 5.405 -4.200 0.233
O 5.209 -5.599 0.165
C 4.405 -6.061 1.264
H 3.996 -2.925 -3.863
H 5.717 -2.838 -3.502
H 4.534 -1.680 -2.836
H 6.025 -2.562 -0.961
H 6.494 -4.165 -1.682
H 4.479 -3.758 0.614
H 6.206 -4.004 0.958
H 3.561 -5.400 1.476
H 5.137 -6.074 2.075
H 3.950 -7.032 1.090
C 3.957 5.953 -2.635
O 3.011 5.270 -1.847
C 1.937 6.106 -1.457
C 0.785 5.335 -0.866
O 1.217 4.949 0.455
C 0.111 4.572 1.276
H 3.529 6.526 -3.460
H 4.637 5.259 -3.129
H 4.585 6.612 -2.029
H 1.640 6.802 -2.245
H 2.320 6.669 -0.591
H 0.380 4.531 -1.479
H 0.033 6.108 -0.675
H -0.408 5.471 1.615
H 0.526 4.067 2.146
H -0.533 3.867 0.749
C -1.497 -0.151 5.667
O -1.675 0.223 7.007
C -0.958 1.385 7.458
C -1.008 2.553 6.505
O -2.347 2.724 6.074
C -2.440 3.858 5.255
H -0.494 -0.038 5.246
H -2.269 0.195 4.974
H -1.568 -1.242 5.742
H 0.047 0.997 7.638
H -1.432 1.631 8.406
H -0.359 2.477 5.626
H -0.574 3.397 7.059
H -2.022 4.747 5.751
H -3.469 4.213 5.155
H -1.996 3.759 4.262
*
```

Values from the calculation:
calculated total energy: -215454.381 eV
ΔE to the lowest compared entry with this formula, charge and spin: 297.8 kJ/mol
F_max: 3.9 eV/Å
orbital gap: 6.659 eV